Run one
The following is a quantum chemistry calculation of a structure of composition C4H13N5, from OMol25.

Computed properties:
spin multiplicity	1
molar mass	131.2	g/mol
HOMO-LUMO gap	0.282	Ha
LUMO level	1.0614	eV

XYZ file:
```
22
C4H13N5 the ωB97M-V functional and the def2-TZVPD basis
C 1.168 -1.579 -0.099
C 0.294 2.076 -0.074
N 0.577 -0.405 0.508
N 0.490 0.857 -0.837
C -0.698 -0.579 1.010
N 1.705 0.823 -1.496
N -0.826 -0.273 2.382
N -1.742 -0.899 -1.134
C -1.804 -0.854 0.246
H 2.478 1.277 -1.006
H 1.607 1.133 -2.454
H -1.667 -0.623 2.818
H 0.009 -0.502 2.902
H -0.959 -0.333 -1.494
H -2.617 -0.675 -1.590
H -2.776 -0.965 0.705
H 0.497 -2.153 -0.752
H 2.023 -1.269 -0.706
H 1.542 -2.217 0.705
H -0.584 1.953 0.552
H 1.152 2.291 0.570
H 0.130 2.917 -0.755
```

Run two
The following is a quantum chemistry calculation of a cluster of 2 separate species, C4H13N5 in total, from OMol25.

Computed properties:
spin multiplicity	1
molar mass	131.2	g/mol
HOMO-LUMO gap	0.293	Ha
LUMO level	0.7632	eV

XYZ file:
```
22
C4H13N5 the ωB97M-V functional and the def2-TZVPD basis
C 0.111 -2.105 -0.150
C -0.532 -0.909 -0.789
N -1.881 -0.760 -0.582
N 0.058 -0.401 -1.858
H -2.170 -0.995 0.358
H -2.245 0.144 -0.856
H -0.492 0.306 -2.336
H -0.088 -2.123 0.920
H 1.185 -2.095 -0.325
H -0.300 -3.010 -0.600
N 1.762 0.739 0.471
C 0.054 0.867 0.852
N 2.151 0.752 -0.807
N -0.526 1.908 0.122
C -0.384 0.466 2.052
H 1.962 -0.183 0.853
H 1.164 0.097 -1.581
H 2.211 1.734 -1.090
H -1.064 2.564 0.676
H 0.134 2.399 -0.467
H 0.078 -0.366 2.564
H -1.188 0.972 2.575
```

Which structure is most stable? run one, by 0.165 eV over the runner-up.

Run one
The following is a quantum chemistry calculation of the ion C5H9N2 with charge +1, from OMol25.

Computed properties:
structure (SMILES)	C#C/N=C\[NH+](C)C
spin multiplicity	1
molar mass	97.1	g/mol
HOMO-LUMO gap	0.357	Ha
net charge	+1
LUMO level	-4.6311	eV

XYZ file:
```
16
C5H9N2 the ωB97M-V functional and the def2-TZVPD basis
C 3.050 0.594 -1.012
C 2.692 -0.442 -0.436
N 2.120 -1.366 0.294
C 0.870 -1.355 0.383
N -0.014 -0.230 -0.151
C -1.446 -0.594 -0.394
C 0.057 0.909 0.811
H 3.751 1.275 -1.425
H 0.327 -2.220 0.979
H 0.393 -0.043 -0.990
H -2.049 0.265 -0.700
H -1.371 -1.531 -1.119
H -1.830 -1.022 0.668
H 1.183 1.040 1.024
H -0.308 1.805 0.427
H -0.640 0.473 1.686
```

Run two
The following is a quantum chemistry calculation of the ion C5H9N2 with charge +1, from OMol25.

Computed properties:
structure (SMILES)	CN1C=[NH+][C@@H]2C[C@@H]21
spin multiplicity	1
molar mass	97.1	g/mol
HOMO-LUMO gap	0.406	Ha
net charge	+1
LUMO level	-3.3157	eV

XYZ file:
```
16
C5H9N2 the ωB97M-V functional and the def2-TZVPD basis
C -0.831 -2.023 0.536
N -0.464 -0.661 0.274
C -1.083 0.442 0.542
N -0.431 1.584 0.379
C 0.874 1.343 -0.178
C 0.951 0.751 -1.468
C 0.958 -0.131 -0.218
H -0.127 -2.657 0.027
H -0.653 -2.093 1.528
H -1.869 -2.308 0.308
H -2.055 0.484 1.050
H -0.600 2.338 1.019
H 1.547 2.152 0.097
H 1.926 0.903 -1.959
H 0.061 0.700 -2.124
H 1.797 -0.824 0.187
```

Which structure is most stable? run two, by 2.899 eV over the runner-up.

Run one
The following is a quantum chemistry calculation of the ion C5H9N2 with charge +1, from OMol25.

Computed properties:
structure (SMILES)	C[N@H+]1C=CN=CC1
spin multiplicity	1
molar mass	97.1	g/mol
HOMO-LUMO gap	0.323	Ha
net charge	+1
LUMO level	-5.0592	eV

XYZ file:
```
16
C5H9N2 the ωB97M-V functional and the def2-TZVPD basis
C -1.907 0.208 -0.101
N -0.496 0.106 -0.348
C 0.288 1.250 0.207
C 1.804 1.038 0.107
N 2.366 -0.095 -0.274
C 1.661 -1.124 -0.144
C 0.170 -1.108 0.385
H -2.338 0.972 -0.740
H -2.583 -0.553 -0.524
H -2.194 0.369 0.972
H -0.282 -0.129 -1.423
H -0.293 2.081 0.404
H 2.418 1.882 0.367
H 1.883 -2.124 -0.495
H -0.467 -1.984 0.154
H -0.029 -0.788 1.453
```

Run two
The following is a quantum chemistry calculation of the ion C5H9N2 with charge +1, from OMol25.

Computed properties:
structure (SMILES)	CCc1c[nH]c[nH+]1
spin multiplicity	1
molar mass	97.1	g/mol
HOMO-LUMO gap	0.383	Ha
net charge	+1
LUMO level	-3.7693	eV

XYZ file:
```
16
C5H9N2 the ωB97M-V functional and the def2-TZVPD basis
C -1.490 -1.129 1.447
C -1.794 -0.049 0.334
C -0.535 0.416 -0.427
C 0.306 -0.299 -1.334
N 1.714 -0.005 -1.091
C 1.677 0.555 0.151
N 0.422 0.878 0.429
H -2.484 -1.411 1.767
H -1.032 -0.742 2.389
H -0.989 -2.061 0.893
H -2.490 -0.560 -0.353
H -2.379 0.767 0.551
H 0.106 -1.236 -1.951
H 2.589 -0.479 -1.503
H 2.509 1.064 0.681
H 0.231 1.584 1.130
```

Which structure is most stable? run two, by 2.072 eV over the runner-up.

Run one
The following is a quantum chemistry calculation of a cluster of 2 separate species, C5H9N2 in total, from OMol25.

Computed properties:
spin multiplicity	1
molar mass	97.1	g/mol
HOMO-LUMO gap (alpha / beta)	0.335 / 0.335	Ha
net charge	+1
LUMO level (alpha / beta)	-4.8349 / -4.8353	eV

XYZ file:
```
16
C5H9N2 the ωB97M-V functional and the def2-TZVPD basis
C 0.450 1.894 0.287
C 0.014 1.933 -0.915
C -1.626 -1.041 0.251
C -2.381 -0.222 -0.675
C 2.204 -1.197 0.612
N -1.063 0.051 -0.017
N 0.079 0.625 -0.175
H 0.989 2.223 1.256
H -0.442 2.088 -1.832
H -1.466 -1.903 0.815
H 1.116 -1.411 0.473
H -2.290 -0.155 -1.772
H -3.268 0.294 -0.401
H 2.142 -0.155 0.726
H 2.680 -1.562 1.517
H 2.862 -1.461 -0.149
```

Run two
The following is a quantum chemistry calculation of the ion C5H9N2 with charge +1, from OMol25.

Computed properties:
structure (SMILES)	CC#C/C(N)=[NH+]/C
spin multiplicity	1
molar mass	97.1	g/mol
HOMO-LUMO gap	0.381	Ha
net charge	+1
LUMO level	-4.0006	eV

XYZ file:
```
16
C5H9N2 the ωB97M-V functional and the def2-TZVPD basis
C -0.989 -3.412 0.006
C -0.721 -2.001 0.298
C -0.251 -0.912 0.536
C 0.240 0.732 0.499
N 1.255 0.983 1.299
N -0.212 1.413 -0.531
C 0.350 2.612 -1.009
H -1.804 -3.526 -0.778
H -1.295 -3.876 0.850
H 0.001 -3.776 -0.249
H 1.308 0.189 2.001
H 1.282 1.887 1.667
H -0.964 0.906 -0.979
H 0.318 3.428 -0.364
H 0.081 3.010 -2.007
H 1.402 2.343 -1.240
```

Run three
The following is a quantum chemistry calculation of the ion C5H9N2 with charge +1, from OMol25.

Computed properties:
structure (SMILES)	CCc1c[nH]c[nH+]1
spin multiplicity	1
molar mass	97.1	g/mol
HOMO-LUMO gap	0.386	Ha
net charge	+1
LUMO level	-3.7257	eV

XYZ file:
```
16
C5H9N2 the ωB97M-V functional and the def2-TZVPD basis
C -2.192 -1.270 -0.943
C -1.554 -0.685 0.355
C -0.232 -0.028 0.115
C 0.306 0.756 -0.853
N 1.571 1.126 -0.387
C 1.868 0.436 0.699
N 0.700 -0.084 1.140
H -3.134 -1.755 -0.736
H -1.460 -1.910 -1.440
H -2.327 -0.456 -1.659
H -2.256 0.022 0.813
H -1.498 -1.497 1.088
H -0.086 1.183 -1.759
H 1.967 1.903 -0.904
H 2.796 0.160 1.179
H 0.699 -0.678 1.956
```

Which structure is most stable? run three, by 2.973 eV over the runner-up.